C41H72INO11 | wB97M-V/def2-TZVPD

- E_HOMO: -9.028 eV
- Kohn-Sham gap: 9.1 eV
- SMILES string: CCCCCCCCCc1c(CCCOC)c(CCCOC(C)=O)cc2c1C(=O)N(C[C@@H](C)I)C2=O.COCCOCCOC.COCCOCCOC

```
! RIJCOSX wB97M-V def2-TZVPD def2/J DEFGRID3
* xyz 0 1
I -6.556 1.146 -1.515
O -9.208 5.903 -2.199
O 6.467 -1.075 5.740
O -8.920 5.177 0.763
O 6.716 -0.958 2.689
O 0.462 -3.050 -3.422
O 0.700 -5.020 -2.364
O -11.805 5.475 -0.262
O -0.826 1.906 -0.020
O 9.358 -1.000 4.265
O 3.209 -5.171 0.955
O -3.534 -0.001 -3.136
N -2.629 1.297 -1.365
C 3.007 -0.611 -0.983
C -1.863 -4.627 -0.763
C -0.689 -1.209 0.531
C -1.529 1.032 -0.483
C -11.253 5.953 0.953
C 1.494 -3.497 1.260
C 10.485 -1.815 4.033
C -9.789 6.301 0.782
C 9.018 -0.201 3.144
C 5.492 -0.058 -1.484
C -3.724 1.930 -0.607
C 0.957 -4.152 -3.392
C 5.146 0.740 -2.762
C -8.964 4.328 -0.379
C 4.376 -0.166 -0.438
C 1.602 -0.116 1.127
C 7.537 0.114 3.133
C 1.841 0.202 -0.371
C -8.506 6.929 -2.864
C -2.275 -0.980 -1.298
C -12.885 4.591 -0.061
C 5.631 -0.257 6.528
C 6.588 -2.084 3.547
C -0.050 -3.494 1.399
C -0.804 -2.604 0.427
C 1.921 -4.562 -4.487
C 4.363 -4.440 0.578
C -2.935 0.121 -2.095
C -1.434 -0.471 -0.334
C 5.748 -1.833 4.781
C -4.873 2.499 -1.475
C -8.347 4.934 -1.621
C 4.677 2.928 -1.418
C 2.059 -4.601 0.329
C -4.458 2.908 -2.900
C -2.383 -2.330 -1.383
C 4.248 1.984 -2.568
C 0.149 -0.458 1.544
C -1.655 -3.134 -0.545
C -0.468 -5.812 -2.580
C -1.760 -5.057 -2.246
H -4.764 2.148 -3.615
H 1.884 0.779 1.690
H 2.330 -0.868 1.431
H -4.147 1.180 0.075
H 4.664 3.965 -1.746
H -13.741 5.112 0.383
H 0.217 -1.098 2.434
H -1.157 -5.233 -0.196
H 6.346 0.450 -1.022
H -0.368 0.435 1.888
H -3.388 3.087 -2.992
H 5.485 -2.796 5.239
H 5.649 2.636 -1.017
H -9.484 6.880 1.657
H 3.205 1.668 -2.509
H 11.389 -1.208 3.910
H 7.564 -2.498 3.805
H -0.402 -4.525 1.408
H -0.533 -6.089 -3.640
H 10.337 -2.444 3.148
H -9.977 3.970 -0.566
H -12.589 3.751 0.578
H -0.424 -6.719 -1.975
H 2.347 -4.130 -0.613
H -9.630 6.936 -0.091
H 2.830 -1.677 -0.794
H -13.176 4.196 -1.033
H 2.795 -3.913 -4.496
H -7.797 7.420 -2.187
H 1.906 -3.648 2.258
H 1.431 -4.543 -5.460
H 2.922 -0.480 -2.065
H -5.232 3.399 -0.979
H -3.063 -2.750 -2.116
H -8.185 4.141 -2.363
H 4.566 -4.604 -0.488
H 4.828 -1.312 4.489
H 3.962 2.815 -0.599
H 2.282 -5.584 -4.341
H 9.586 0.736 3.214
H 10.610 -2.465 4.898
H -7.381 5.385 -1.359
H 0.969 0.108 -1.018
H -1.815 -4.227 -2.951
H 4.214 -3.361 0.732
H 7.375 0.914 2.407
H -8.366 3.456 -0.108
H -0.278 -3.108 2.400
H 5.213 -4.729 1.194
H 5.868 -1.037 -1.796
H -2.854 -4.901 -0.388
H 6.072 -2.839 2.947
H 4.330 2.562 -3.494
H -5.014 3.808 -3.178
H 7.202 0.491 4.101
H 5.033 0.412 5.899
H 1.313 -5.377 0.172
H -7.972 6.535 -3.735
H 4.675 0.101 -3.516
H 4.708 -0.917 0.289
H 4.967 -0.864 7.154
H 6.267 0.351 7.169
H 2.158 1.248 -0.446
H 1.775 -2.544 0.827
H -9.233 7.669 -3.195
H -3.338 2.747 0.001
H 9.284 -0.713 2.212
H -2.569 -5.747 -2.511
H -11.352 5.200 1.744
H 6.076 1.091 -3.226
H -11.807 6.855 1.245
H 4.270 0.758 0.133
*
```

Atom charges from the Mulliken analysis, given in e for atoms 1 to 8: atom 1 (I): -0.003, atom 2 (O): -0.308, atom 3 (O): -0.271, atom 4 (O): -0.498, atom 5 (O): -0.276, atom 6 (O): -0.480, atom 7 (O): -0.142, atom 8 (O): -0.259


C35H38F2NO9PTi | wB97M-V/def2-TZVPD

- Relative energy (zero: lowest compared OMol25 entry of this formula, charge and spin): 205.2 kJ/mol
- E_HOMO (spin up / spin down): 0.800 / -2.558 eV
- Kohn-Sham gap (spin up / spin down): 3.4 / 6.8 eV

```
! RIJCOSX wB97M-V def2-TZVPD def2/J DEFGRID3
* xyz -2 3
Ti -0.224 0.242 -0.118
P -0.284 0.905 -2.990
F -2.429 -0.491 6.139
F -2.812 -5.486 -0.172
O -0.265 -0.178 -1.932
O -0.259 0.321 1.697
O -1.015 2.167 -2.802
O -0.206 2.316 -0.066
O 3.727 0.082 0.446
O 1.572 -0.060 -0.109
O -0.825 0.116 -4.350
O -1.989 1.062 -0.284
O 1.214 1.259 -3.440
N 2.788 0.392 4.492
C 0.719 0.247 2.550
C -3.616 3.322 -0.792
C 3.073 0.338 3.141
C 3.368 0.920 6.812
C -2.296 -1.946 0.526
C 3.555 1.089 -3.343
C 4.899 1.582 4.962
C 2.292 -0.048 7.281
C -1.136 -0.291 5.716
C -1.897 4.634 0.294
C -2.914 -3.189 0.454
C -0.899 -4.101 -0.501
C -2.320 3.404 -0.246
C -1.461 2.228 -0.218
C -0.135 -0.284 6.672
C -2.207 -0.185 -4.449
C 2.524 0.109 0.757
C -4.438 4.422 -0.806
C 1.493 0.135 4.916
C -2.955 1.042 -4.984
C -2.203 -4.248 -0.074
C 2.274 0.381 -3.799
C -2.303 -1.354 -5.440
C -0.982 -1.721 0.092
C 2.224 0.211 -5.324
C -0.310 -2.845 -0.408
C 0.446 0.101 3.942
C -2.820 -0.612 -3.116
C -0.882 -0.107 4.380
C -2.737 5.720 0.306
C 3.888 0.526 5.430
C 2.105 0.256 2.167
C 1.190 -0.072 6.258
C -4.018 5.630 -0.246
C 2.195 -0.986 -3.127
H -0.904 4.686 0.719
H -5.427 4.366 -1.248
H 1.245 -0.184 -5.586
H 2.726 -1.050 7.414
H -1.858 -1.072 -6.392
H -3.345 -1.625 -5.594
H -2.786 1.862 -4.293
H 5.569 1.839 5.782
H -2.856 0.231 -2.428
H -1.669 -0.128 3.643
H 2.349 1.174 -5.814
H -4.678 6.488 -0.238
H 2.933 1.919 6.747
H -2.204 -1.377 -2.647
H 5.506 1.224 4.137
H -3.934 -3.341 0.784
H 2.997 -0.473 -5.672
H -4.022 0.838 -5.063
H -0.362 -4.946 -0.912
H 4.372 2.478 4.644
H 4.107 0.366 2.850
H 4.436 0.552 -3.693
H 2.185 -0.853 -2.045
H -2.565 1.323 -5.960
H -2.415 6.655 0.757
H -2.858 -1.111 0.939
H 3.574 2.106 -3.727
H -3.826 -1.002 -3.280
H -1.762 -2.206 -5.035
H 1.894 0.267 8.252
H -0.361 -0.430 7.716
H 0.719 -2.732 -0.738
H 1.280 -1.496 -3.418
H -3.932 2.377 -1.211
H 3.062 -1.586 -3.411
H 3.563 1.126 -2.256
H 4.204 0.948 7.516
H 4.413 -0.440 5.518
*
```

Atom charges from the Mulliken analysis, given in e for atoms 1 to 8: atom 1 (Ti): -0.990, atom 2 (P): 0.155, atom 3 (F): -0.405, atom 4 (F): -0.392, atom 5 (O): 0.584, atom 6 (O): -0.143, atom 7 (O): -0.973, atom 8 (O): -0.476


Repeat the second record exactly.
C35H38F2NO9PTi | wB97M-V/def2-TZVPD

- Relative energy (zero: lowest compared OMol25 entry of this formula, charge and spin): 205.2 kJ/mol
- E_HOMO (spin up / spin down): 0.800 / -2.558 eV
- Kohn-Sham gap (spin up / spin down): 3.4 / 6.8 eV

```
! RIJCOSX wB97M-V def2-TZVPD def2/J DEFGRID3
* xyz -2 3
Ti -0.224 0.242 -0.118
P -0.284 0.905 -2.990
F -2.429 -0.491 6.139
F -2.812 -5.486 -0.172
O -0.265 -0.178 -1.932
O -0.259 0.321 1.697
O -1.015 2.167 -2.802
O -0.206 2.316 -0.066
O 3.727 0.082 0.446
O 1.572 -0.060 -0.109
O -0.825 0.116 -4.350
O -1.989 1.062 -0.284
O 1.214 1.259 -3.440
N 2.788 0.392 4.492
C 0.719 0.247 2.550
C -3.616 3.322 -0.792
C 3.073 0.338 3.141
C 3.368 0.920 6.812
C -2.296 -1.946 0.526
C 3.555 1.089 -3.343
C 4.899 1.582 4.962
C 2.292 -0.048 7.281
C -1.136 -0.291 5.716
C -1.897 4.634 0.294
C -2.914 -3.189 0.454
C -0.899 -4.101 -0.501
C -2.320 3.404 -0.246
C -1.461 2.228 -0.218
C -0.135 -0.284 6.672
C -2.207 -0.185 -4.449
C 2.524 0.109 0.757
C -4.438 4.422 -0.806
C 1.493 0.135 4.916
C -2.955 1.042 -4.984
C -2.203 -4.248 -0.074
C 2.274 0.381 -3.799
C -2.303 -1.354 -5.440
C -0.982 -1.721 0.092
C 2.224 0.211 -5.324
C -0.310 -2.845 -0.408
C 0.446 0.101 3.942
C -2.820 -0.612 -3.116
C -0.882 -0.107 4.380
C -2.737 5.720 0.306
C 3.888 0.526 5.430
C 2.105 0.256 2.167
C 1.190 -0.072 6.258
C -4.018 5.630 -0.246
C 2.195 -0.986 -3.127
H -0.904 4.686 0.719
H -5.427 4.366 -1.248
H 1.245 -0.184 -5.586
H 2.726 -1.050 7.414
H -1.858 -1.072 -6.392
H -3.345 -1.625 -5.594
H -2.786 1.862 -4.293
H 5.569 1.839 5.782
H -2.856 0.231 -2.428
H -1.669 -0.128 3.643
H 2.349 1.174 -5.814
H -4.678 6.488 -0.238
H 2.933 1.919 6.747
H -2.204 -1.377 -2.647
H 5.506 1.224 4.137
H -3.934 -3.341 0.784
H 2.997 -0.473 -5.672
H -4.022 0.838 -5.063
H -0.362 -4.946 -0.912
H 4.372 2.478 4.644
H 4.107 0.366 2.850
H 4.436 0.552 -3.693
H 2.185 -0.853 -2.045
H -2.565 1.323 -5.960
H -2.415 6.655 0.757
H -2.858 -1.111 0.939
H 3.574 2.106 -3.727
H -3.826 -1.002 -3.280
H -1.762 -2.206 -5.035
H 1.894 0.267 8.252
H -0.361 -0.430 7.716
H 0.719 -2.732 -0.738
H 1.280 -1.496 -3.418
H -3.932 2.377 -1.211
H 3.062 -1.586 -3.411
H 3.563 1.126 -2.256
H 4.204 0.948 7.516
H 4.413 -0.440 5.518
*
```

Atom charges from the Mulliken analysis, given in e for atoms 1 to 8: atom 1 (Ti): -0.990, atom 2 (P): 0.155, atom 3 (F): -0.405, atom 4 (F): -0.392, atom 5 (O): 0.584, atom 6 (O): -0.143, atom 7 (O): -0.973, atom 8 (O): -0.476